The following is a DFT calculation (ωB97M-V/def2-TZVPD) of a 11-piece molecular cluster, C77H168N8O13 overall in a non-equilibrium geometry.

Results
2S+1 ... 1
Frontier orbital gap ... 8.35 eV
Largest force on an atom ... 0.0720 hartree/bohr
SMILES ... CC1(C)CCCC(C)(C)N1O.CC1(C)CCCC(C)(C)N1O.CC1(C)CCCC(C)(C)N1O.CC1(C)CCCC(C)(C)N1O.CC1(C)CCCC(C)(C)N1O.CC1(C)CCCC(C)(C)N1O.CC1(C)CCCC(C)(C)N1O.CC1(C)CCCC(C)(C)N1O.OCCO.OCCO.CO
LUMO energy ... 0.365 eV

Each line ends with the Mulliken charge.
Atoms and positions in Å:
C: 24.370 21.998 18.767  -0.10
C: 25.124 21.515 17.579  -0.46
O: 26.487 21.781 17.893  -0.59
O: 24.478 23.434 18.968  -0.52
H: 24.684 21.462 19.653  0.46
H: 23.305 21.792 18.665  -0.28
H: 24.838 22.007 16.671  0.24
H: 24.940 20.452 17.493  0.44
H: 27.055 21.686 17.114  0.32
H: 25.443 23.505 19.058  0.32
C: 22.367 18.102 22.287  -0.30
C: 23.873 18.062 22.121  -0.59
O: 24.537 19.215 22.453  -0.53
O: 21.786 19.248 21.636  -0.41
H: 22.221 18.256 23.344  0.31
H: 21.917 17.199 21.900  0.28
H: 24.014 17.794 21.055  0.26
H: 24.297 17.267 22.676  0.41
H: 24.075 19.953 22.036  0.30
H: 21.043 19.679 22.065  0.10
C: 23.995 25.421 21.475  1.03
O: 23.632 26.803 21.188  -0.55
H: 23.122 24.956 21.990  -0.20
H: 24.216 24.871 20.545  -0.78
H: 24.844 25.416 22.126  0.39
H: 23.800 27.042 20.275  0.36
C: 12.283 20.784 17.719  -1.93
C: 12.959 21.792 16.774  1.58
C: 12.646 21.401 15.295  -0.75
C: 11.185 21.696 14.978  -0.76
C: 10.775 23.119 15.300  -1.33
C: 11.167 23.649 16.743  1.78
N: 12.587 23.166 17.016  0.86
O: 12.879 23.555 18.353  -0.55
C: 11.122 25.144 16.665  -2.14
C: 10.120 23.178 17.746  -1.81
C: 14.457 21.704 17.007  -1.49
H: 11.207 20.658 17.659  0.24
H: 12.432 21.216 18.741  0.37
H: 12.742 19.832 17.700  0.41
H: 13.367 21.942 14.596  0.18
H: 12.841 20.327 15.205  0.32
H: 10.485 21.017 15.472  0.37
H: 11.013 21.562 13.884  0.38
H: 9.670 23.253 15.314  0.39
H: 11.192 23.843 14.598  0.42
H: 11.898 25.591 16.057  0.28
H: 10.188 25.506 16.245  0.51
H: 11.176 25.677 17.636  0.39
H: 9.279 23.844 17.747  0.56
H: 9.618 22.221 17.533  0.34
H: 10.423 23.125 18.785  0.23
H: 14.765 21.902 18.005  0.67
H: 14.987 22.378 16.304  -0.41
H: 14.931 20.780 16.605  0.60
H: 13.223 24.462 18.216  0.23
C: 21.792 26.313 25.031  -1.34
C: 20.550 27.160 24.902  2.05
C: 20.204 27.379 23.378  -2.17
C: 19.323 26.286 22.708  2.31
C: 18.094 25.924 23.565  -1.43
C: 18.525 25.540 25.007  2.09
N: 19.352 26.634 25.557  0.10
O: 19.734 26.246 26.876  -0.50
C: 17.248 25.459 25.889  -2.19
C: 19.295 24.243 24.988  -1.64
C: 20.856 28.535 25.481  -2.16
H: 22.709 26.916 25.136  0.45
H: 21.891 25.614 24.172  0.02
H: 21.736 25.615 25.873  0.23
H: 19.609 28.284 23.337  0.45
H: 21.092 27.457 22.781  0.58
H: 19.944 25.396 22.448  -1.06
H: 18.997 26.658 21.703  -0.53
H: 17.431 25.157 23.123  0.29
H: 17.521 26.900 23.649  0.46
H: 16.748 26.400 25.776  0.45
H: 16.675 24.606 25.546  0.35
H: 17.529 25.295 26.912  0.54
H: 19.727 24.059 25.993  0.37
H: 18.653 23.446 24.669  0.48
H: 20.135 24.279 24.261  0.03
H: 21.123 28.404 26.494  0.54
H: 19.951 29.175 25.453  0.45
H: 21.661 29.178 25.074  0.34
H: 19.118 26.761 27.368  0.37
C: 20.493 16.077 15.923  -1.83
C: 19.089 15.505 15.740  1.64
C: 19.074 14.398 14.649  -1.41
C: 19.709 13.057 15.123  -0.70
C: 19.021 12.628 16.438  -0.99
C: 19.047 13.669 17.541  1.72
N: 18.571 14.910 16.944  0.24
O: 18.397 15.930 17.922  0.41
C: 18.010 13.263 18.647  -2.04
C: 20.380 13.782 18.262  -1.77
C: 18.175 16.664 15.265  -1.78
H: 20.565 16.582 16.884  0.27
H: 20.675 16.816 15.104  0.40
H: 21.270 15.305 15.916  0.34
H: 18.054 14.098 14.471  0.39
H: 19.513 14.700 13.714  0.46
H: 20.790 12.962 15.214  0.37
H: 19.603 12.223 14.301  0.37
H: 19.435 11.669 16.920  0.31
H: 17.914 12.442 16.264  0.30
H: 17.763 14.141 19.257  0.13
H: 17.146 12.784 18.227  0.31
H: 18.460 12.512 19.266  0.64
H: 20.393 14.458 19.111  0.31
H: 20.757 12.826 18.607  0.48
H: 21.169 14.169 17.603  0.33
H: 18.407 17.019 14.226  0.42
H: 18.325 17.546 15.926  0.21
H: 17.125 16.403 15.256  0.40
H: 17.479 15.830 18.244  -0.23
C: 22.964 28.723 18.033  -2.05
C: 22.742 27.646 16.972  2.23
C: 22.551 28.305 15.576  -1.61
C: 22.571 27.244 14.422  0.37
C: 24.058 26.652 14.443  -1.77
C: 24.405 26.005 15.782  1.86
N: 24.013 26.882 16.883  0.12
O: 24.325 26.262 18.108  -0.30
C: 23.630 24.616 15.858  -0.59
C: 25.832 25.689 15.783  -2.01
C: 21.480 26.859 17.323  -1.47
H: 24.004 29.090 18.097  0.43
H: 22.760 28.325 19.042  0.20
H: 22.311 29.551 17.848  0.42
H: 21.542 28.747 15.532  0.42
H: 23.251 29.104 15.412  0.40
H: 22.396 27.659 13.430  0.45
H: 21.859 26.443 14.523  -0.44
H: 24.683 27.515 14.377  0.35
H: 24.270 25.985 13.665  0.63
H: 23.671 24.144 14.859  0.71
H: 24.161 23.955 16.571  -0.29
H: 22.614 24.727 16.246  -0.27
H: 26.022 25.091 16.639  0.24
H: 26.117 25.079 14.897  0.37
H: 26.394 26.617 15.976  0.48
H: 20.702 27.593 17.571  0.32
H: 21.565 26.256 18.214  0.61
H: 21.038 26.264 16.534  -0.02
H: 24.159 25.302 18.028  0.27
C: 13.223 15.040 18.767  -2.04
C: 14.668 15.458 18.396  2.08
C: 14.673 16.958 18.070  -1.02
C: 14.447 17.807 19.309  0.18
C: 15.416 17.473 20.427  -1.30
C: 15.537 15.986 20.825  1.64
N: 15.677 15.227 19.513  1.44
O: 15.634 13.818 19.837  -0.64
C: 16.800 15.849 21.678  -2.09
C: 14.222 15.547 21.596  -1.64
C: 15.166 14.658 17.147  -1.64
H: 12.585 14.851 17.942  0.48
H: 12.742 15.814 19.337  0.35
H: 13.131 14.146 19.356  0.33
H: 15.699 17.226 17.710  -0.40
H: 14.036 17.201 17.226  0.78
H: 13.378 17.841 19.547  0.48
H: 14.709 18.878 19.072  -0.35
H: 15.111 18.024 21.291  0.75
H: 16.430 17.858 20.212  -0.57
H: 16.706 16.409 22.626  0.48
H: 16.957 14.781 21.943  0.41
H: 17.743 16.123 21.160  0.14
H: 14.135 14.486 21.708  0.34
H: 14.346 15.835 22.599  0.52
H: 13.328 16.033 21.153  0.39
H: 15.098 13.619 17.317  0.47
H: 16.244 14.847 16.966  0.14
H: 14.587 14.885 16.218  0.44
H: 14.879 13.662 20.439  0.22
C: 15.478 26.591 15.876  -1.24
C: 16.087 26.341 17.190  3.03
C: 17.502 26.883 17.133  -1.02
C: 18.148 26.995 18.538  2.17
C: 17.313 27.970 19.335  -2.80
C: 15.808 27.571 19.483  2.13
N: 15.268 27.158 18.122  -0.37
O: 14.032 26.424 18.406  -0.40
C: 15.734 26.536 20.558  -1.56
C: 14.989 28.840 19.879  -1.94
C: 16.063 24.832 17.508  0.56
H: 15.835 25.958 15.015  0.05
H: 15.513 27.621 15.510  0.41
H: 14.438 26.413 15.899  -0.05
H: 18.170 26.359 16.395  -0.47
H: 17.485 27.937 16.845  0.71
H: 19.105 27.488 18.456  -0.19
H: 18.385 26.037 18.979  -0.82
H: 17.475 28.986 18.903  0.31
H: 17.745 28.157 20.275  0.79
H: 16.275 26.920 21.388  0.53
H: 14.683 26.329 20.911  0.26
H: 16.079 25.575 20.253  -0.02
H: 15.027 29.539 19.063  0.52
H: 13.870 28.508 19.947  0.24
H: 15.280 29.260 20.808  0.39
H: 16.756 24.175 17.034  -0.15
H: 15.081 24.461 17.387  -0.60
H: 16.326 24.760 18.536  -0.59
H: 13.411 26.978 17.943  0.32
C: 18.737 24.522 14.241  -0.98
C: 18.611 23.077 13.881  2.36
C: 17.322 22.478 14.537  0.22
C: 16.971 21.116 13.978  0.38
C: 16.893 21.226 12.448  -1.76
C: 18.174 21.755 11.744  1.59
N: 18.560 23.003 12.347  0.25
O: 19.688 23.558 11.741  -0.52
C: 19.172 20.589 11.755  -1.43
C: 17.851 22.009 10.303  -2.09
C: 19.854 22.280 14.356  -1.39
H: 18.020 25.094 13.662  0.54
H: 19.719 24.923 14.042  0.72
H: 18.453 24.703 15.279  -0.87
H: 17.493 22.410 15.619  -1.19
H: 16.542 23.218 14.503  0.45
H: 15.900 20.846 14.261  -0.09
H: 17.590 20.289 14.284  0.07
H: 16.087 21.831 12.092  0.34
H: 16.717 20.246 11.899  0.43
H: 19.193 20.015 12.712  0.08
H: 19.000 19.889 10.945  0.44
H: 20.214 20.952 11.622  0.28
H: 18.723 22.457 9.791  0.42
H: 17.627 21.098 9.770  0.43
H: 16.990 22.651 10.163  0.42
H: 20.102 22.503 15.389  -0.14
H: 20.710 22.556 13.732  0.63
H: 19.763 21.196 14.408  0.08
H: 19.347 24.390 11.432  0.37
C: 18.889 18.848 19.245  -1.10
C: 18.744 20.377 19.000  1.56
C: 17.381 20.845 19.675  -0.35
C: 17.347 22.378 19.706  0.20
C: 18.548 22.965 20.480  -0.68
C: 19.890 22.629 19.873  2.53
N: 19.888 21.109 19.659  0.78
O: 21.160 20.685 19.164  -0.29
C: 20.125 23.434 18.500  0.70
C: 21.038 23.008 20.821  -1.80
C: 18.688 20.687 17.469  -0.58
H: 19.816 18.435 18.898  0.45
H: 18.786 18.711 20.352  0.43
H: 18.113 18.302 18.717  -0.78
H: 16.553 20.499 19.053  -0.51
H: 17.294 20.396 20.708  0.57
H: 17.338 22.880 18.765  -0.96
H: 16.411 22.664 20.274  0.69
H: 18.577 22.805 21.576  0.22
H: 18.473 24.025 20.484  -0.42
H: 19.144 23.430 17.969  -0.95
H: 20.851 23.105 17.786  0.56
H: 20.265 24.536 18.776  -0.98
H: 20.812 22.579 21.801  0.63
H: 21.061 24.095 20.983  -0.08
H: 21.984 22.622 20.439  -0.26
H: 18.207 21.654 17.257  -0.88
H: 19.608 20.532 17.006  0.90
H: 18.045 19.921 16.976  -0.12
H: 21.500 20.262 19.964  0.32

Cartesian forces (eV/Å) of the 3 atoms listed first:
C -1.7112 0.8189 0.0346
C 0.6643 -0.0927 0.5807
O 0.6215 0.0145 -0.3758